ORCA calculation (ωB97M-V/def2-TZVPD) on the ion CH4N3 with charge +1.

Lowest unoccupied orbital energy ... -6.56 eV
Largest force on an atom ... 9.5 eV Å⁻¹
Electronic energy ... -204.405609 Ha
Energy relative to the best compared isomer or geometry (same formula, charge and spin) ... 262.9 kJ/mol
Molecular weight ... 58.1 g/mol
HOMO energy ... -0.5758 hartree
Kohn-Sham gap ... 0.3347 hartree

Structure (ORCA input):
```
! RIJCOSX wB97M-V def2-TZVPD def2/J DEFGRID3
* xyz 1 1
C 0.32 0.49 0.52
N 2.68 -0.11 0.51
N 1.57 0.00 0.72
N -0.11 -0.49 -0.48
H 0.57 1.47 0.06
H -0.39 0.64 1.42
H 0.37 -0.82 -1.28
H -0.85 -1.16 -0.22
*
```

=====

ORCA calculation (ωB97M-V/def2-TZVPD) on a cluster of 2 separate species, C10H13BN2 in total.

Lowest unoccupied orbital energy ... -0.58 eV
Largest force on an atom ... 4.6 eV Å⁻¹
Electronic energy ... -523.051884 Ha
Energy relative to the best compared isomer or geometry (same formula, charge and spin) ... 482.5 kJ/mol
Molecular weight ... 172.0 g/mol
HOMO energy ... -0.2486 hartree
Kohn-Sham gap ... 0.2274 hartree

Structure (ORCA input):
```
! RIJCOSX wB97M-V def2-TZVPD def2/J DEFGRID3
* xyz 0 1
B -0.78 0.14 -0.39
C -3.60 -1.97 0.20
C -2.56 -2.89 0.36
C 3.30 -0.85 1.19
C 3.43 0.36 0.53
C -3.08 -0.79 -0.05
C -1.38 -2.25 0.10
C 2.30 -1.55 0.49
C 2.58 0.32 -0.52
C 0.48 2.27 0.45
C -0.46 1.59 -0.66
N -1.66 -0.88 -0.18
N 1.87 -0.84 -0.59
H -4.71 -2.01 0.31
H -2.80 -3.90 0.67
H 3.77 -1.14 2.22
H 3.97 1.24 0.67
H -3.60 0.03 -0.49
H -0.39 -2.53 0.20
H 2.02 -2.47 0.79
H 2.34 1.14 -1.36
H -0.01 2.14 1.38
H 1.44 1.84 0.44
H 0.59 3.31 0.31
H -1.38 2.16 -0.92
H 0.05 1.71 -1.58
*
```

=====

ORCA calculation (ωB97M-V/def2-TZVPD) on the ion CH3N2O with charge -1.

Lowest unoccupied orbital energy (spin up / spin down) ... 5.06 / 2.83 eV
Largest force on an atom ... 3.7 eV Å⁻¹
Electronic energy ... -224.411356 Ha
Energy relative to the best compared isomer or geometry (same formula, charge and spin) ... 170.5 kJ/mol
⟨S²⟩ ... 2.01
Molecular weight ... 59.0 g/mol
HOMO energy (spin up / spin down) ... 0.0525 / -0.2004 hartree
Kohn-Sham gap (spin up / spin down) ... 0.1336 / 0.3042 hartree

Structure (ORCA input):
```
! RIJCOSX wB97M-V def2-TZVPD def2/J DEFGRID3
* xyz -1 3
C 0.07 -0.37 0.24
N -1.05 0.00 -0.49
N -1.27 -0.18 0.97
O -1.39 0.93 1.70
H 0.41 -1.31 0.24
H 0.96 0.28 0.45
H -1.16 0.98 -0.86
*
```

=====

ORCA calculation (ωB97M-V/def2-TZVPD) on a cluster of 2 separate species, C8H5ClO2 in total.

Lowest unoccupied orbital energy (spin up / spin down) ... -1.54 / -0.27 eV
Largest force on an atom ... 4.2 eV Å⁻¹
Electronic energy ... -918.278028 Ha
Energy relative to the best compared isomer or geometry (same formula, charge and spin) ... 376.0 kJ/mol
Molecular weight ... 168.6 g/mol
HOMO energy (spin up / spin down) ... -0.3288 / -0.3521 hartree
Kohn-Sham gap (spin up / spin down) ... 0.2724 / 0.3421 hartree

Structure (ORCA input):
```
! RIJCOSX wB97M-V def2-TZVPD def2/J DEFGRID3
* xyz 0 1
C 1.40 1.46 -1.84
C 2.10 0.49 -1.16
C 0.08 1.70 -1.38
C 1.68 -0.08 0.01
C -0.44 1.06 -0.24
C 0.43 0.27 0.41
C -2.16 -2.52 1.42
C -1.60 -1.50 2.19
O -2.25 -3.64 1.00
O -2.51 -1.21 1.11
Cl -2.03 -0.95 3.74
H 2.00 1.76 -2.67
H 3.14 0.23 -1.35
H -0.50 2.35 -1.85
H 2.06 -0.90 0.46
H -1.38 1.46 0.16
*
```

=====

ORCA calculation (ωB97M-V/def2-TZVPD) on a structure of composition C24H17Co2N2O6.

Lowest unoccupied orbital energy ... 1.96 eV
Largest force on an atom ... 5.6 eV Å⁻¹
Electronic energy ... -4251.142380 Ha
Energy relative to the best compared isomer or geometry (same formula, charge and spin) ... 284.5 kJ/mol
Molecular weight ... 547.3 g/mol
HOMO energy ... -0.0504 hartree
Kohn-Sham gap ... 0.1224 hartree

Structure (ORCA input):
```
! RIJCOSX wB97M-V def2-TZVPD def2/J DEFGRID3
* xyz -1 1
O 1.46 3.90 -1.77
C 1.80 2.81 -1.94
Co 2.34 1.15 -2.27
C 1.43 0.83 -3.77
O 0.86 0.75 -4.77
C 3.89 1.58 -3.12
O 4.72 2.18 -3.66
C 2.64 -0.10 -0.96
C 1.36 0.30 -1.03
C 0.04 0.30 -0.46
C -1.02 -0.13 -1.48
C -2.30 0.39 -1.33
C -3.31 0.02 -2.22
C -3.02 -0.89 -3.25
C -1.74 -1.44 -3.36
C -0.73 -1.07 -2.46
Co 3.54 -0.97 -2.49
C 5.23 -0.77 -2.91
O 6.34 -0.66 -3.20
C 2.72 -1.58 -3.92
O 2.25 -2.09 -4.84
C 3.58 -2.44 -1.60
O 3.57 -3.41 -0.98
H 3.24 -0.15 -0.04
H -0.17 1.31 -0.13
H -2.49 1.09 -0.51
H -4.30 0.45 -2.11
H -3.80 -1.19 -3.95
H -1.50 -2.16 -4.15
H 0.25 -1.54 -2.49
C -1.93 2.72 3.95
C -1.57 1.32 3.56
C -1.05 1.15 2.27
C -0.66 -0.12 1.90
C -0.78 -1.22 2.72
C -1.33 -1.08 3.99
C -1.70 0.21 4.41
C -2.23 0.40 5.80
N -0.30 -2.31 1.98
C 0.09 -1.88 0.76
N -0.09 -0.56 0.71
H -2.36 2.77 4.96
H -1.06 3.38 3.92
H -2.66 3.15 3.25
H -0.93 1.98 1.58
H -1.45 -1.95 4.63
H -2.30 -0.57 6.30
H -1.59 1.05 6.40
H -3.23 0.85 5.80
H -0.26 -3.27 2.29
H 0.52 -2.48 -0.04
*
```

=====

ORCA calculation (ωB97M-V/def2-TZVPD) on a structure of composition C29H43ClF3NO16S2Si2.

Lowest unoccupied orbital energy ... -0.24 eV
Largest force on an atom ... 4.5 eV Å⁻¹
Electronic energy ... -4524.703823 Ha
Energy relative to the best compared isomer or geometry (same formula, charge and spin) ... 345.3 kJ/mol
Molecular weight ... 874.4 g/mol
HOMO energy ... -0.3319 hartree
Kohn-Sham gap ... 0.3231 hartree

Structure (ORCA input):
```
! RIJCOSX wB97M-V def2-TZVPD def2/J DEFGRID3
* xyz 0 1
C -0.52 -4.22 1.20
C 0.06 -2.78 1.35
O 0.71 -2.53 2.35
N -0.09 -1.74 0.37
C -0.90 -2.14 -0.77
C -0.51 -3.19 -1.86
O -2.00 -1.63 -0.88
Si 1.48 -1.00 -0.10
C 1.22 -0.19 -1.79
C 2.41 0.68 -2.33
O 2.85 0.08 -3.58
C 2.69 -2.49 -0.34
C 3.49 -2.45 -1.70
C 4.39 -3.77 -1.79
S 6.04 -3.50 -1.03
O 2.21 -0.02 1.10
Si 1.34 1.35 1.57
Cl -0.69 1.07 1.93
C 2.20 2.03 3.14
C 2.36 0.95 4.28
C 0.96 0.37 4.79
O 3.14 -0.18 3.91
C 4.51 -0.06 4.27
C 5.11 -1.39 4.85
C 6.55 -1.44 5.07
C 7.23 -2.64 5.56
C 6.43 -3.84 5.84
C 4.99 -3.76 5.65
C 4.31 -2.57 5.16
S 1.45 3.03 0.13
C 3.17 3.39 -0.41
O 1.04 4.21 0.93
O 0.48 2.91 -0.98
H -0.17 -4.89 2.03
H -0.19 -4.72 0.25
H -1.65 -4.22 1.20
H 0.53 -3.59 -1.69
H -1.23 -4.05 -1.93
H -0.48 -2.64 -2.84
H 0.22 0.35 -1.79
H 1.09 -1.03 -2.53
H 2.15 1.74 -2.56
H 3.29 0.58 -1.63
H 3.63 0.60 -3.86
H 2.17 -3.48 -0.28
H 3.42 -2.46 0.52
H 4.17 -1.56 -1.76
H 2.79 -2.48 -2.58
H 3.87 -4.53 -1.13
H 4.46 -4.12 -2.84
H 6.74 -2.81 -1.99
H 1.57 2.90 3.48
H 3.19 2.48 2.84
H 2.76 1.51 5.18
H 0.61 -0.49 4.18
H 1.11 0.14 5.88
H 0.25 1.25 4.76
H 4.76 0.80 4.95
H 5.09 0.12 3.31
H 7.19 -0.55 4.85
H 8.34 -2.65 5.70
H 6.94 -4.76 6.18
H 4.41 -4.69 5.88
H 3.21 -2.55 5.04
H 3.14 3.94 -1.40
H 3.78 2.46 -0.56
H 3.69 4.05 0.33
C -4.24 -0.02 -2.83
C -5.53 -0.06 -2.07
O -6.45 0.52 -2.98
C -5.98 0.23 -4.22
O -6.62 0.32 -5.22
O -4.68 -0.17 -4.18
F -5.46 0.72 -0.96
H -3.72 0.94 -2.73
H -3.56 -0.81 -2.55
H -5.86 -1.06 -1.80
C -9.53 1.17 -2.03
C -10.75 0.49 -2.59
O -11.79 1.00 -1.79
C -11.39 2.25 -1.40
O -12.11 3.07 -0.94
O -10.06 2.43 -1.61
F -10.68 -0.85 -2.41
H -9.11 0.64 -1.17
H -8.75 1.30 -2.78
H -10.95 0.71 -3.64
C -0.84 4.90 -2.70
C -2.18 4.71 -3.35
O -2.73 6.01 -3.32
C -1.67 6.87 -3.36
O -1.75 8.03 -3.62
O -0.50 6.23 -3.09
F -2.97 3.89 -2.63
H -0.89 4.83 -1.62
H -0.10 4.18 -3.06
H -2.14 4.36 -4.39
*
```

=====

ORCA calculation (ωB97M-V/def2-TZVPD) on a structure of composition C39H39MgN4O9P.

Lowest unoccupied orbital energy (spin up / spin down) ... 3.99 / 4.03 eV
Largest force on an atom ... 2.6 eV Å⁻¹
Electronic energy ... -2947.032401 Ha
Energy relative to the best compared isomer or geometry (same formula, charge and spin) ... 322.9 kJ/mol
Molecular weight ... 763.0 g/mol
HOMO energy (spin up / spin down) ... -0.0747 / -0.0790 hartree
Kohn-Sham gap (spin up / spin down) ... 0.2213 / 0.2272 hartree

Structure (ORCA input):
```
! RIJCOSX wB97M-V def2-TZVPD def2/J DEFGRID3
* xyz -2 1
Mg 0.21 0.74 -0.18
O 3.82 0.59 2.15
C 3.09 0.66 1.16
O 1.82 0.67 1.17
C 3.77 0.76 -0.21
C 5.15 0.78 -0.23
C 5.88 0.87 -1.42
C 5.22 0.97 -2.64
C 3.86 0.95 -2.62
C 3.04 0.84 -1.44
O 1.79 0.81 -1.58
N 3.14 1.05 -3.90
O 2.73 2.15 -4.24
O 3.01 0.04 -4.57
N 7.31 0.88 -1.40
O 7.91 1.00 -2.47
O 7.90 0.78 -0.33
H 5.66 0.71 0.72
H 5.77 1.04 -3.57
C -1.49 0.09 3.98
N -2.81 0.36 3.36
C -4.30 -1.33 2.76
C -2.74 1.12 2.09
C -1.93 2.39 2.16
C -2.35 3.42 2.99
C -1.60 4.59 3.10
C -0.43 4.68 2.36
C -0.04 3.64 1.53
C -0.75 2.43 1.37
H -1.66 -0.49 4.89
H -1.02 1.04 4.23
H -0.84 -0.44 3.29
H -3.32 0.87 4.07
H -4.00 -1.92 1.89
H -5.21 -0.77 2.53
H -4.39 -1.91 3.67
H -3.78 1.28 1.78
H -2.26 0.47 1.38
H -3.28 3.33 3.56
H -1.93 5.40 3.74
H 0.17 5.58 2.43
H 0.89 3.77 0.98
O -0.58 -0.79 1.26
P -0.36 -2.21 0.87
C -1.12 -2.53 -0.69
C -1.86 -1.34 -1.19
C -2.62 -1.60 -2.45
C -2.46 -2.74 -3.15
C -1.65 -3.81 -2.68
C -1.02 -3.69 -1.45
C 1.40 -2.59 0.78
C 2.17 -2.83 1.91
C 3.54 -3.02 1.79
C 4.14 -2.96 0.54
C 3.38 -2.70 -0.59
C 2.01 -2.51 -0.48
C -1.09 -3.32 2.11
C -2.12 -2.90 2.97
C -2.69 -3.84 3.82
C -2.25 -5.15 3.84
C -1.23 -5.57 3.00
C -0.65 -4.65 2.13
H -2.29 -0.61 -0.51
H -3.30 -0.83 -2.79
H -2.99 -2.86 -4.09
H -1.55 -4.72 -3.26
H -0.41 -4.51 -1.08
H 1.70 -2.83 2.89
H 4.14 -3.19 2.68
H 5.21 -3.09 0.46
H 3.86 -2.62 -1.56
H 1.40 -2.26 -1.34
H -2.49 -1.84 2.88
H -3.48 -3.59 4.52
H -2.71 -5.86 4.52
H -0.88 -6.59 3.01
H 0.14 -4.95 1.47
C -2.43 2.90 -4.45
C -1.45 3.76 -3.65
C -2.15 5.03 -3.14
C -0.24 4.13 -4.51
C -0.98 2.98 -2.50
N -0.60 2.31 -1.65
H -2.79 3.46 -5.31
H -3.29 2.61 -3.84
H -1.95 1.98 -4.80
H -2.50 5.61 -3.99
H -1.46 5.64 -2.55
H -3.00 4.78 -2.51
H -0.58 4.70 -5.38
H 0.28 3.23 -4.86
H 0.48 4.72 -3.95
O -0.63 -0.64 -1.60
*
```

=====

ORCA calculation (ωB97M-V/def2-TZVPD) on a structure of composition NO3Rb2.

Lowest unoccupied orbital energy ... -3.11 eV
Largest force on an atom ... 3.0 eV Å⁻¹
Electronic energy ... -328.373129 Ha
Energy relative to the best compared isomer or geometry (same formula, charge and spin) ... 30.2 kJ/mol
Molecular weight ... 232.9 g/mol
HOMO energy ... -0.4230 hartree
Kohn-Sham gap ... 0.3086 hartree

Structure (ORCA input):
```
! RIJCOSX wB97M-V def2-TZVPD def2/J DEFGRID3
* xyz 1 1
Rb 1.47 2.24 -2.75
Rb -2.00 -1.96 2.77
N 0.11 -0.01 0.01
O -0.10 0.69 -1.04
O -0.65 -0.95 0.43
O 1.17 -0.02 0.59
*
```

=====

ORCA calculation (ωB97M-V/def2-TZVPD) on a structure of composition C11H36FGaNO6.

Lowest unoccupied orbital energy ... 2.13 eV
Largest force on an atom ... 2.7 eV Å⁻¹
Electronic energy ... -2971.407290 Ha
Molecular weight ... 367.1 g/mol
HOMO energy ... -0.1418 hartree
Kohn-Sham gap ... 0.2201 hartree

Structure (ORCA input):
```
! RIJCOSX wB97M-V def2-TZVPD def2/J DEFGRID3
* xyz -1 1
C -0.49 0.66 0.62
C 0.39 1.42 -0.44
F 1.46 0.58 -0.73
C -0.46 1.63 -1.72
Ga 0.37 2.86 -3.16
C 1.54 1.77 -4.48
N 2.30 0.64 -3.83
C 1.30 4.55 -2.41
C 2.78 4.37 -1.97
O 3.06 3.09 -1.39
H -0.63 1.34 1.50
H 0.03 -0.23 1.02
H -1.45 0.34 0.22
H 0.73 2.38 -0.02
H -0.65 0.65 -2.21
H -1.46 2.06 -1.49
H -0.89 3.41 -4.05
H 0.85 1.27 -5.20
H 2.21 2.41 -5.09
H 3.15 1.02 -3.43
H 2.63 0.07 -4.61
H 0.72 4.87 -1.51
H 1.24 5.37 -3.15
H 3.46 4.59 -2.81
H 2.99 5.13 -1.19
H 3.66 2.68 -2.00
C -1.89 -2.97 1.44
O -2.46 -1.92 0.66
H -1.51 -2.56 2.36
H -2.65 -3.72 1.67
H -1.07 -3.44 0.89
H -2.79 -2.30 -0.15
C 3.10 -1.66 -7.26
O 3.25 -1.39 -5.87
H 3.79 -1.02 -7.81
H 3.34 -2.71 -7.47
H 2.08 -1.44 -7.58
H 2.63 -1.96 -5.40
C -3.02 0.24 3.98
O -2.44 -0.96 3.47
H -2.90 0.24 5.07
H -2.50 1.10 3.56
H -4.08 0.28 3.74
H -2.56 -0.94 2.51
C -0.56 1.53 7.29
O -1.40 0.72 8.11
H -0.75 2.57 7.52
H 0.49 1.30 7.50
H -0.77 1.34 6.24
H -1.21 -0.20 7.89
C -2.45 -6.58 3.75
O -1.68 -5.83 2.82
H -3.38 -6.05 3.93
H -2.68 -7.57 3.33
H -1.91 -6.69 4.69
H -0.86 -6.31 2.67
*
```

=====

ORCA calculation (ωB97M-V/def2-TZVPD) on a structure of composition C48H50N4O6PRbS3.

Lowest unoccupied orbital energy ... 3.17 eV
Largest force on an atom ... 1.7 eV Å⁻¹
Electronic energy ... -4089.663878 Ha
Energy relative to the best compared isomer or geometry (same formula, charge and spin) ... 69.8 kJ/mol
Molecular weight ... 991.6 g/mol
HOMO energy ... -0.0962 hartree
Kohn-Sham gap ... 0.2126 hartree

Structure (ORCA input):
```
! RIJCOSX wB97M-V def2-TZVPD def2/J DEFGRID3
* xyz -2 1
Rb -0.24 -0.38 -0.85
C -1.99 -3.77 -2.27
C -2.78 -3.25 -1.06
N -1.92 -2.80 0.03
C -1.18 -3.85 0.72
C 0.32 -3.53 0.85
N 0.91 -3.09 -0.41
C 0.98 -4.08 -1.47
C 0.42 -3.52 -2.78
N -0.87 -2.88 -2.59
H -1.60 -4.77 -2.05
H -2.69 -3.87 -3.10
H -3.38 -2.40 -1.39
H -3.48 -4.05 -0.75
H -2.48 -2.28 0.69
H -1.56 -4.03 1.73
H -1.30 -4.79 0.16
H 0.45 -2.72 1.57
H 0.81 -4.43 1.26
H 1.83 -2.69 -0.21
H 2.01 -4.42 -1.65
H 0.41 -4.97 -1.18
H 1.11 -2.76 -3.15
H 0.38 -4.35 -3.52
H -1.11 -2.34 -3.41
C 4.00 4.04 2.73
C 3.06 3.81 3.72
C 1.92 3.07 3.45
C 1.71 2.53 2.18
C 2.68 2.75 1.20
C 3.81 3.50 1.47
P 0.21 1.56 1.69
C -0.07 0.62 3.25
C -1.37 0.32 3.65
C -1.61 -0.56 4.70
C -0.55 -1.19 5.34
C 0.75 -0.94 4.91
C 0.99 -0.04 3.88
C -1.06 2.87 1.86
C -1.45 3.47 3.03
C -2.45 4.46 3.02
C -3.06 4.82 1.85
C -2.70 4.21 0.63
C -3.33 4.53 -0.60
C -2.92 3.90 -1.74
C -1.88 2.95 -1.72
C -1.20 2.56 -0.57
C -1.67 3.23 0.61
H 4.89 4.63 2.95
H 3.21 4.22 4.71
H 1.20 2.89 4.23
H 2.54 2.30 0.23
H 4.55 3.66 0.69
H -2.21 0.78 3.15
H -2.63 -0.77 5.01
H -0.73 -1.89 6.15
H 1.59 -1.45 5.38
H 2.00 0.14 3.56
H -1.01 3.18 3.98
H -2.74 4.93 3.95
H -3.83 5.59 1.85
H -4.15 5.25 -0.61
H -3.41 4.13 -2.69
H -1.60 2.54 -2.69
C 3.80 1.44 -2.81
S 2.13 1.13 -2.15
O 1.64 -0.06 -2.90
C 1.44 2.56 -3.02
C 1.24 3.76 -2.35
C 0.70 4.84 -3.05
C 0.36 4.70 -4.38
C 0.56 3.49 -5.04
C 1.11 2.42 -4.35
H 3.75 1.38 -3.90
H 4.46 0.67 -2.41
H 4.12 2.43 -2.49
H 1.46 3.84 -1.30
H 0.51 5.77 -2.53
H -0.08 5.53 -4.91
H 0.27 3.38 -6.08
H 1.27 1.47 -4.84
N -1.40 0.20 -4.36
C -2.51 -0.66 -4.35
C -3.57 -0.45 -3.47
C -4.69 -1.27 -3.51
C -4.76 -2.31 -4.42
C -3.71 -2.53 -5.30
C -2.59 -1.71 -5.27
S -6.15 -3.45 -4.48
O -6.53 -3.48 -5.89
O -7.16 -2.87 -3.60
O -5.58 -4.70 -4.00
H -0.53 -0.23 -4.64
H -1.30 0.74 -3.51
H -3.50 0.36 -2.74
H -5.52 -1.13 -2.83
H -3.79 -3.36 -5.99
H -1.76 -1.89 -5.94
O 4.98 -1.93 7.58
C 4.31 -2.77 6.73
O 3.90 -3.81 7.19
C 4.15 -2.33 5.34
C 4.58 -1.09 4.84
C 4.41 -0.75 3.51
C 3.79 -1.63 2.59
S 3.59 -1.20 0.95
C 3.36 -2.88 3.11
C 3.53 -3.21 4.43
H 5.26 -1.14 7.09
H 5.03 -0.35 5.49
H 4.74 0.22 3.16
H 2.88 -3.57 2.43
H 3.19 -4.16 4.81
*
```